No. 1
C8H13Cl4N6O4OsS | the ωB97M-V functional and the def2-TZVPD basis

Properties
LUMO energy (spin up / spin down)	-0.4870 / -0.4884	Ha
total charge	+3
calculated total energy	-3270.4246	Eh
highest occupied orbital energy (spin up / spin down)	-19.158 / -19.158	eV
ΔE to the lowest compared entry with this formula, charge and spin	2.0	kJ/mol
HOMO-LUMO gap (spin up / spin down)	5.91 / 5.87	eV

Atoms and positions in Å:
Os1 0.42064 -0.46492 -0.17723
N1 1.03593 -0.22075 1.87536
N2 0.63521 -1.28024 2.73560
C1 -0.15987 -2.24948 2.28599
N3 -0.58903 -3.20437 3.06436
S1 -0.63064 -2.26153 0.58325
H1 2.05652 -0.15571 1.91656
H2 0.66750 0.64529 2.27363
H3 0.96034 -1.24284 3.69628
H4 -0.37104 -3.26030 4.05398
H5 -1.17021 -3.94741 2.69272
Cl1 4.61833 -2.41813 -2.91424
C2 4.31936 -2.88136 -1.24915
Cl2 3.96219 -4.59357 -1.08219
Cl3 5.60626 -2.36239 -0.17025
C3 3.09448 -2.15773 -0.83271
N4 2.14485 -1.60166 -0.51384
C4 -4.11703 1.87295 -1.76191
C5 -2.87717 1.75512 -0.97968
C6 -2.23899 2.70483 -0.13364
C7 -1.10165 2.13257 0.33467
N5 -1.01369 0.81727 -0.16008
N6 -2.11283 0.67186 -0.97567
C8 -0.05779 2.73822 1.20405
H6 -4.91153 2.28683 -1.13855
H7 -4.43625 0.92433 -2.18820
H8 -3.94910 2.58919 -2.57388
H9 -2.58693 3.70714 0.05954
H10 -2.24000 -0.16867 -1.52365
H11 -0.30415 2.61099 2.26267
H12 -0.02816 3.81325 1.02849
H13 0.94165 2.36444 0.98173
O1 1.84043 0.26691 -3.60336
Cl4 0.90784 0.62197 -2.64161
O2 0.03678 1.67352 -2.94657
O3 1.56086 0.89312 -1.28722
O4 0.08685 -0.61876 -2.19525

=====

No. 2
C29H39ClN2O22P | the ωB97M-V functional and the def2-TZVPD basis

Properties
LUMO energy	-0.1330	Ha
total charge	+1
calculated total energy	-3694.4816	Eh
highest occupied orbital energy	-12.497	eV
HOMO-LUMO gap	8.88	eV

Atoms and positions in Å:
N1 5.41902 2.58671 0.13633
C1 3.94922 2.53653 0.39217
P1 3.22931 0.83917 -0.04308
C2 4.16861 -0.45509 1.02085
C3 3.30434 -1.79818 1.19422
O1 2.39655 -1.97360 2.02522
Cl1 3.70731 -3.23058 0.10189
C4 1.43273 0.76167 0.54664
C5 0.86896 1.82182 1.57198
C6 -0.62854 1.62662 2.01110
C7 -1.38185 0.41594 1.41101
N2 -0.89101 -0.55246 0.46144
C8 0.46268 -0.35107 0.07176
H1 5.79236 3.53934 0.25563
H2 5.88233 1.92305 0.78670
H3 3.79532 2.76392 1.51983
H4 3.37780 3.35818 -0.17585
H5 3.37579 0.48390 -1.42182
H6 4.23671 0.00871 2.07865
H7 5.18825 -0.70843 0.57281
H8 1.52736 2.66811 1.98032
H9 -1.09758 2.34134 2.77285
H10 -2.46855 0.27211 1.77225
H11 0.89291 -1.10553 -0.68940
C9 -1.49045 1.11873 -3.78204
C10 -2.20715 2.29994 -3.20513
O2 -1.41678 2.62786 -2.06713
C11 -0.17037 2.14142 -2.29476
O3 0.79070 2.38601 -1.61033
O4 -0.14086 1.34228 -3.39081
H12 -1.57713 1.06687 -4.86729
H13 -1.82967 0.17233 -3.35389
H14 -2.22062 3.15657 -3.88478
H15 -3.23131 2.06411 -2.91336
C12 -3.78835 -3.88294 -3.66381
C13 -4.93951 -3.00528 -4.05098
O5 -4.30208 -1.79747 -4.44661
C14 -3.03069 -2.11691 -4.81093
O6 -2.27214 -1.36184 -5.35359
O7 -2.73017 -3.40136 -4.48197
H16 -3.98283 -4.93796 -3.86113
H17 -3.50536 -3.76442 -2.61384
H18 -5.50226 -3.40277 -4.90045
H19 -5.62676 -2.82901 -3.22224
C15 -1.59566 6.86172 -0.49843
C16 -0.80367 6.11783 -1.53131
O8 -1.80040 5.66911 -2.43791
C17 -2.86868 6.50466 -2.30360
O9 -3.81536 6.51162 -3.03604
O10 -2.71926 7.32873 -1.23155
H20 -1.03966 7.69558 -0.06691
H21 -1.94584 6.21215 0.30942
H22 -0.10274 6.76446 -2.06799
H23 -0.25496 5.27413 -1.10839
C18 -0.96853 -2.71374 3.29879
C19 -0.75458 -4.01206 2.58382
O11 -1.35512 -4.96038 3.45542
C20 -2.27307 -4.29016 4.20601
O12 -3.07391 -4.81736 4.92276
O13 -2.16256 -2.94364 4.03418
H24 -1.08857 -1.87750 2.60986
H25 -0.16065 -2.48376 4.00009
H26 -1.26516 -4.04689 1.61703
H27 0.30261 -4.23640 2.43380
C21 5.80111 0.60301 -3.52695
C22 7.11355 1.15448 -3.99401
O14 7.82023 1.37070 -2.77936
C23 7.28269 0.53972 -1.84932
O15 7.75007 0.34565 -0.76220
O16 6.14283 -0.04774 -2.30884
H28 5.36841 -0.10364 -4.23679
H29 5.06842 1.38813 -3.31553
H30 7.67298 0.44219 -4.60699
H31 7.00016 2.08674 -4.54899
C24 -2.86512 4.48739 6.07176
C25 -2.53456 3.14259 5.49923
O17 -2.84655 3.29577 4.11996
C26 -2.77389 4.62801 3.83969
O18 -2.81556 5.08779 2.73415
O19 -2.64669 5.36516 4.97476
H32 -2.22384 4.75121 6.91391
H33 -3.91051 4.56467 6.38348
H34 -1.47307 2.89509 5.59664
H35 -3.12698 2.34233 5.94511
C27 -1.48414 -7.83013 2.17521
C28 -1.15439 -9.16989 1.59251
O20 -1.46881 -9.00528 0.21551
C29 -1.39723 -7.67334 -0.05579
O21 -1.44155 -7.20357 -1.15777
O22 -1.26826 -6.94288 1.08585
H36 -0.84184 -7.57313 3.01821
H37 -2.52905 -7.75595 2.48937
H38 -0.09297 -9.41791 1.68617
H39 -1.74583 -9.97357 2.03347

=====

No. 3
C26H23Br2NZn | the ωB97M-V functional and the def2-TZVPD basis

Properties
LUMO energy	-0.0458	Ha
calculated total energy	-7986.6716	Eh
highest occupied orbital energy	-5.862	eV
ΔE to the lowest compared entry with this formula, charge and spin	49.5	kJ/mol
HOMO-LUMO gap	4.62	eV

Atoms and positions in Å:
Br1 -2.12378 0.53571 7.32941
Zn1 -3.38501 0.36892 5.47653
Br2 -4.16025 -0.25136 3.45120
C1 0.90510 -1.54785 3.74428
C2 1.17957 -0.55825 2.76391
C3 1.12277 -1.16475 1.48111
C4 0.72243 -2.53788 1.64897
C5 0.62081 -2.78271 3.08802
C6 0.31428 -4.06251 3.56446
C7 0.14503 -5.11792 2.65634
C8 0.18072 -4.86599 1.27098
C9 0.38899 -3.57138 0.76753
H1 0.89729 -1.42706 4.82584
H2 1.41234 0.48679 2.95488
H3 1.52607 -0.75978 0.54921
H4 0.23578 -4.21898 4.64461
H5 -0.02433 -6.13769 3.01562
H6 0.03912 -5.69112 0.56851
H7 0.29649 -3.35735 -0.29735
C10 -1.31116 1.63752 2.47092
C11 -0.70548 2.23658 1.27288
N1 -0.54288 3.57253 1.15360
C12 0.09341 3.89469 -0.04962
C13 0.38783 2.67979 -0.71435
C14 1.06195 2.73784 -1.93122
C15 1.34810 3.98618 -2.49948
C16 1.00876 5.18193 -1.83807
C17 0.36961 5.14195 -0.59371
C18 -0.19093 1.60040 0.11044
C19 -0.32918 0.25416 -0.20717
C20 -0.14978 -0.20435 -1.57473
C21 -0.88173 0.42986 -2.60892
C22 -0.80002 -0.01635 -3.91457
C23 0.05386 -1.07087 -4.25313
C24 0.13154 -1.48702 -5.68750
C25 0.81188 -1.68836 -3.24890
C26 0.70419 -1.27256 -1.92687
H8 -1.77722 0.68306 2.22035
H9 -0.55575 1.45744 3.25100
H10 -2.08876 2.29984 2.87294
H11 -0.85891 4.23867 1.85164
H12 1.35877 1.81281 -2.42430
H13 1.83419 4.03669 -3.47372
H14 1.25590 6.13779 -2.29574
H15 0.08952 6.04057 -0.03753
H16 -0.89848 -0.37817 0.48367
H17 -1.53406 1.26625 -2.35595
H18 -1.39238 0.46963 -4.69433
H19 0.66871 -2.43232 -5.81345
H20 -0.87324 -1.59278 -6.12044
H21 0.64666 -0.71814 -6.28011
H22 1.48434 -2.51123 -3.50007
H23 1.28732 -1.76285 -1.14761